Entry 1:
A molecular structure, C8H8, computed with wB97M-V/def2-TZVPD.

Structure (XYZ):
```
16
Properties=species:S:1:pos:R:3:lowdin_charge:R:1
C -1.012 -0.315 1.307 -0.099
C -0.917 1.037 1.013 -0.100
C -1.213 1.386 -0.330 -0.140
C -1.175 0.354 -1.197 -0.116
C -1.075 -1.066 -0.876 -0.101
C -1.042 -1.423 0.396 -0.091
C 2.593 0.038 -0.420 -0.085
C 3.782 -0.150 0.101 -0.127
H -0.741 -0.709 2.324 0.112
H -0.338 1.714 1.777 0.142
H -1.354 2.445 -0.659 0.117
H -1.150 0.951 -2.166 0.123
H -1.264 -1.706 -1.661 0.079
H -1.120 -2.361 0.686 0.061
H 1.430 -0.178 -0.764 0.062
H 4.890 0.680 0.498 0.162
```

- Energy above the lowest of the compared OMol25 structures with the same formula, charge and spin: 6.107 eV

=====

Entry 2:
2 unconnected molecules or ions with the total composition C5H14NP, computed with wB97M-V/def2-TZVPD.

Structure (XYZ):
```
21
Properties=species:S:1:pos:R:3:lowdin_charge:R:1
C -2.584 -1.222 0.476 -0.186
C 2.495 -0.503 1.252 -0.197
C 1.557 -0.491 -1.041 -0.144
C -0.897 2.243 -0.189 -0.116
C -1.180 -0.998 -0.128 -0.430
N 1.376 -0.261 0.412 -0.541
P -0.118 0.146 1.029 0.988
H -3.321 -0.392 0.319 0.083
H -2.948 -2.136 0.061 0.047
H -2.559 -1.423 1.523 0.035
H 2.468 -0.049 2.154 0.007
H 2.544 -1.685 1.552 0.126
H 3.509 -0.194 0.814 0.100
H 2.619 -0.312 -1.223 0.068
H 1.219 -1.563 -1.439 0.108
H 1.055 0.079 -1.795 0.050
H -0.244 3.024 0.157 -0.042
H -1.936 2.297 0.022 -0.038
H -0.380 1.969 -1.157 -0.011
H -1.319 -0.281 -0.894 0.011
H -0.607 -1.940 -0.387 0.083
```

- Energy above the lowest of the compared OMol25 structures with the same formula, charge and spin: 2.956 eV

=====

Entry 3:
A molecular structure, C20H19IIrN5O3Te4, computed with wB97M-V/def2-TZVPD.

Structure (XYZ):
```
53
Properties=species:S:1:pos:R:3:lowdin_charge:R:1
Ir -0.806 0.652 0.484 0.724
O -0.426 -3.477 -1.013 0.106
C -0.316 -2.306 -0.719 -0.489
N -1.101 -1.613 0.128 0.021
C -2.391 -1.906 0.426 -0.576
O -3.235 -2.314 -0.349 0.041
C -2.717 -1.431 1.818 -0.207
C -3.504 -2.156 2.700 0.033
C -3.698 -1.649 3.976 -0.018
C -3.104 -0.443 4.317 -0.021
C -2.352 0.228 3.369 -0.127
N -2.174 -0.256 2.149 -0.006
C 0.820 -1.460 -1.250 -0.187
C 1.781 -2.029 -2.078 0.027
C 2.760 -1.212 -2.616 -0.020
C 2.753 0.139 -2.291 -0.028
C 1.779 0.621 -1.432 -0.164
N 0.827 -0.163 -0.935 -0.004
H -3.931 -3.094 2.386 0.132
H -4.303 -2.187 4.688 0.120
H -3.225 -0.018 5.299 0.116
H -1.872 1.175 3.589 0.090
H 1.731 -3.089 -2.280 0.132
H 3.512 -1.617 -3.278 0.120
H 3.483 0.819 -2.700 0.115
H 1.752 1.660 -1.124 0.093
Te -3.067 0.683 -1.062 0.636
Te -4.674 2.220 0.393 0.181
Te -3.166 3.872 1.907 0.048
Te -0.610 3.439 1.290 0.141
C 4.531 1.572 2.417 -0.034
N 3.101 1.678 2.571 -0.175
C 2.615 2.849 3.266 -0.043
C 2.259 0.795 2.064 -0.322
O 1.032 0.894 2.101 -0.213
H 5.014 1.449 3.387 0.101
H 4.916 2.478 1.948 0.101
H 4.786 0.719 1.794 0.091
H 3.288 3.084 4.086 0.099
H 1.620 2.644 3.656 0.072
H 2.546 3.699 2.584 0.088
H 2.756 -0.065 1.592 0.148
I -0.814 2.768 -2.987 0.886
C -0.845 0.782 -3.723 -0.766
C -0.254 0.464 -4.932 -0.109
C -0.324 -0.858 -5.349 -0.039
C -0.968 -1.792 -4.552 -0.024
C -1.537 -1.363 -3.367 -0.144
N -1.464 -0.100 -2.968 -0.191
H 0.219 1.222 -5.535 0.101
H 0.114 -1.151 -6.287 0.116
H -1.031 -2.825 -4.844 0.118
H -2.082 -2.032 -2.717 0.109
```

- Spin multiplicity: 2
- Total energy: -74748.4701 eV
- Total charge: +1

=====

Entry 4:
A molecular structure, C38H31BN3O3SbTi, computed with wB97M-V/def2-TZVPD.

Structure (XYZ):
```
78
Properties=species:S:1:pos:R:3:lowdin_charge:R:1
Ti -0.561 -1.109 -0.978 1.117
C -0.395 -5.014 -2.993 0.025
C -0.418 -3.538 -2.619 -0.188
N -0.613 -3.077 -1.429 -0.047
N -0.811 -3.927 -0.361 0.136
C -0.864 -3.233 0.769 -0.358
O -0.738 -1.956 0.724 -0.126
C -0.984 -3.877 2.107 -0.125
C -1.315 -3.082 3.241 -0.036
C -1.495 -3.665 4.451 -0.047
C -1.332 -5.088 4.592 -0.045
C -0.938 -5.833 3.556 -0.084
C -0.750 -5.250 2.309 -0.004
C -0.224 -2.487 -3.620 -0.194
C -0.178 -2.694 -4.984 0.040
C -0.013 -1.624 -5.854 0.038
C 0.306 -0.397 -5.274 0.010
C 0.337 -0.320 -3.927 -0.112
N 0.001 -1.280 -3.084 0.033
H -0.234 -5.188 -4.114 0.100
H -1.344 -5.506 -2.660 0.116
H 0.489 -5.418 -2.462 0.112
H -1.575 -1.995 3.102 0.127
H -1.990 -3.143 5.270 0.117
H -1.664 -5.575 5.498 0.119
H -1.026 -6.913 3.558 0.123
H -0.577 -5.936 1.457 0.128
H -0.305 -3.744 -5.314 0.130
H -0.174 -1.779 -6.918 0.140
H 0.595 0.483 -5.807 0.130
H 0.597 0.615 -3.510 0.117
O 2.291 -1.620 -0.375 0.186
B 1.465 -0.545 -0.445 -0.469
O 2.112 0.697 -0.368 0.110
C 3.401 0.337 -0.304 -0.250
C 4.458 1.145 -0.029 0.034
C 5.698 0.474 0.200 -0.025
C 5.765 -0.906 0.243 -0.073
C 4.685 -1.685 -0.028 0.004
C 3.555 -1.027 -0.299 -0.189
H 4.332 2.213 0.037 0.119
H 6.558 1.064 0.489 0.116
H 6.726 -1.360 0.509 0.128
H 4.720 -2.822 0.021 0.167
C -3.343 6.815 0.141 -0.073
C -2.024 7.073 -0.371 -0.044
C -1.121 6.018 -0.378 -0.179
C -1.457 4.667 -0.130 -0.392
C -2.779 4.399 0.256 -0.104
C -3.688 5.546 0.497 -0.074
Sb 0.317 3.390 -0.373 1.558
C -0.982 1.641 -0.712 -0.352
C -1.383 0.897 0.405 -0.123
C -2.459 0.003 0.239 -0.076
C -2.941 -0.416 -1.015 -0.045
C -2.354 0.253 -2.144 -0.099
C -1.438 1.255 -1.974 -0.157
C 0.758 3.179 1.728 -0.383
C -0.166 3.345 2.737 -0.114
C 0.220 3.073 4.035 -0.057
C 1.520 2.743 4.301 -0.074
C 2.422 2.598 3.314 -0.083
C 2.032 2.752 2.034 -0.148
H -4.059 7.574 0.248 0.093
H -1.748 8.085 -0.698 0.118
H -0.137 6.334 -0.627 0.071
H -3.213 3.371 0.556 0.114
H -4.739 5.367 0.712 0.103
H -0.943 1.053 1.356 0.112
H -2.738 -0.512 1.149 0.131
H -3.743 -1.184 -1.137 0.159
H -2.695 -0.032 -3.142 0.142
H -1.257 1.906 -2.851 0.143
H -1.082 3.779 2.426 0.081
H -0.463 3.084 4.876 0.117
H 1.927 2.538 5.300 0.130
H 3.397 2.424 3.571 0.096
H 2.782 2.565 1.295 0.057
```

- Energy above the lowest of the compared OMol25 structures with the same formula, charge and spin: 0.458 eV
- Total charge: +2

=====

Entry 5:
A molecular structure, C41H36AsF10FeN3S3, computed with wB97M-V/def2-TZVPD.

Structure (XYZ):
```
95
Properties=species:S:1:pos:R:3:lowdin_charge:R:1
Fe -2.413 -0.172 2.550 0.317
C -0.647 1.124 0.055 -0.073
N -1.844 1.335 0.868 -0.246
C -1.830 2.656 1.447 -0.212
C -1.660 2.637 2.946 -0.237
N -2.006 1.426 3.627 -0.127
C -1.833 1.517 4.988 -0.197
C -2.732 1.126 6.016 -0.094
F -3.867 0.336 5.716 -0.002
C -2.504 1.276 7.355 -0.145
F -3.516 1.025 8.202 0.116
C -1.159 1.504 7.722 -0.135
F -0.708 1.305 8.984 0.087
C -0.224 1.979 6.824 -0.157
F 1.026 2.047 7.291 0.118
C -0.580 1.976 5.481 -0.141
F 0.497 2.078 4.666 0.053
C -3.108 1.197 -0.006 -0.186
C -4.384 0.998 0.747 -0.219
N -4.103 0.388 2.042 -0.156
C -5.245 0.065 2.684 -0.258
C -5.915 -1.134 2.239 -0.119
F -5.602 -1.625 0.985 0.034
C -6.902 -1.850 2.922 -0.159
F -7.491 -2.959 2.482 0.122
C -7.423 -1.154 4.014 -0.139
F -8.311 -1.847 4.759 0.093
C -6.994 0.111 4.397 -0.119
F -7.514 0.719 5.500 0.092
C -5.921 0.735 3.727 -0.081
F -5.488 2.034 4.057 0.051
H -1.051 0.633 -0.846 0.085
H -0.135 2.084 -0.222 0.105
H 0.032 0.456 0.596 0.059
H -1.033 3.314 1.122 0.107
H -2.790 3.230 1.246 0.135
H -0.531 2.802 3.053 0.121
H -2.248 3.498 3.352 0.135
H -3.063 2.147 -0.631 0.139
H -2.964 0.391 -0.729 0.086
H -4.789 2.009 0.885 0.114
H -5.078 0.387 0.107 0.128
C -2.896 -3.357 1.581 -0.461
C -3.078 -3.445 3.113 -0.422
S -3.187 -1.870 4.122 0.917
C -2.008 -2.351 5.448 -0.451
C -0.538 -2.303 5.070 -0.489
S -0.127 -1.238 3.652 0.910
C 0.153 -2.672 2.499 -0.470
C -0.266 -2.313 1.105 -0.490
S -2.040 -1.912 0.926 0.915
H -3.830 -3.369 0.899 0.101
H -2.285 -4.185 1.261 0.069
H -2.353 -4.144 3.517 0.062
H -4.054 -3.955 3.342 0.091
H -2.331 -3.436 5.651 0.107
H -2.243 -1.726 6.275 0.052
H -0.263 -3.331 5.030 0.067
H -0.056 -1.880 5.965 0.085
H -0.294 -3.632 2.904 0.090
H 1.262 -2.802 2.559 0.090
H -0.023 -3.025 0.338 0.077
H 0.240 -1.423 0.721 0.054
C 6.264 -2.952 -8.903 -0.112
C 4.930 -2.650 -8.951 -0.090
C 4.335 -1.788 -7.950 -0.094
C 5.159 -1.347 -6.880 -0.409
C 6.546 -1.522 -6.905 -0.106
C 7.064 -2.413 -7.892 -0.078
As 4.272 -0.653 -5.243 1.329
C 5.646 0.553 -4.679 -0.426
C 6.767 0.117 -4.027 -0.156
C 7.759 1.016 -3.636 -0.054
C 7.582 2.427 -3.932 -0.086
C 6.416 2.879 -4.423 -0.029
C 5.433 1.903 -4.856 -0.177
C 4.144 2.201 -5.503 -0.173
C 3.677 3.473 -5.904 -0.035
C 2.476 3.589 -6.591 -0.084
C 1.657 2.472 -6.890 -0.076
C 2.112 1.246 -6.422 -0.150
C 3.308 1.037 -5.789 -0.294
H 6.634 -3.745 -9.513 0.094
H 4.336 -2.760 -9.871 0.106
H 3.286 -1.485 -7.903 0.085
H 7.344 -1.027 -6.267 0.113
H 8.121 -2.526 -7.788 0.089
H 6.857 -0.977 -3.838 0.113
H 8.661 0.642 -3.157 0.096
H 8.429 3.119 -3.924 0.107
H 6.294 3.903 -4.748 0.102
H 4.352 4.311 -5.783 0.101
H 2.209 4.587 -6.911 0.097
H 0.717 2.545 -7.463 0.109
H 1.481 0.395 -6.657 0.094
```

- Energy above the lowest of the compared OMol25 structures with the same formula, charge and spin: 0.000 eV
- Spin multiplicity: 5

=====

Entry 6:
2 unconnected molecules or ions with the total composition C3H8O2S2, computed with wB97M-V/def2-TZVPD.

Structure (XYZ):
```
15
Properties=species:S:1:pos:R:3:lowdin_charge:R:1
C -0.290 1.201 0.824 -0.248
C 0.431 2.087 -0.147 -0.285
O 1.322 2.853 0.075 0.078
C 0.190 -0.234 0.637 -0.568
S -0.180 -1.338 2.046 0.439
S 0.519 -0.185 3.627 0.346
H -0.220 1.475 1.870 0.052
H -1.351 1.256 0.587 0.117
H 0.078 1.940 -1.184 0.126
H -0.358 -0.695 -0.176 0.063
H 1.261 -0.289 0.457 0.078
H 1.251 -1.153 4.192 -0.198
H -0.702 -1.929 -3.602 0.023
H -1.179 -2.931 -4.653 0.040
O -0.772 -2.057 -4.553 -0.063
```

- SMILES string: O=CCCSS.O
- Energy above the lowest of the compared OMol25 structures with the same formula, charge and spin: 1.377 eV

=====

Entry 7:
A single C3H4N4O molecule, computed with wB97M-V/def2-TZVPD.

Structure (XYZ):
```
12
Properties=species:S:1:pos:R:3:lowdin_charge:R:1
C -0.310 0.670 1.597 -0.263
C 0.534 0.367 -1.706 -0.143
C -0.053 -1.083 -0.178 -0.438
H -0.603 2.434 0.937 0.087
H -0.084 -0.112 2.447 0.155
H 0.813 0.636 -2.696 0.130
H -0.534 -2.251 1.149 0.046
N -0.589 1.869 1.880 0.084
N 0.046 0.234 0.311 -0.066
N 0.296 1.154 -0.694 0.129
N -0.231 -2.239 0.200 0.189
O 0.340 -0.945 -1.500 0.090
```

- SMILES string: [H]/N=C\n1nco/c1=N/[H]
- Energy above the lowest of the compared OMol25 structures with the same formula, charge and spin: 2.128 eV

=====

Entry 8:
4 unconnected molecules or ions with the total composition C28H42BrN5S, computed with wB97M-V/def2-TZVPD.

Structure (XYZ):
```
77
Properties=species:S:1:pos:R:3:lowdin_charge:R:1
S 2.361 -3.047 0.758 0.695
C 2.602 -2.918 -1.086 -0.523
C 3.728 -1.871 -1.415 -0.222
C 3.241 -0.362 -1.507 -0.097
N 1.779 -0.171 -1.314 -0.066
C 0.903 -0.226 -2.386 0.011
C -0.523 -0.016 -2.272 0.052
C -1.068 0.297 -0.916 -0.093
C -2.599 0.510 -0.820 -0.085
C -3.238 0.342 0.531 0.071
C -4.687 0.493 0.604 0.013
N -5.400 0.780 -0.544 -0.081
C -6.879 0.880 -0.415 -0.115
C -7.517 -0.553 -0.174 -0.228
C -6.703 -1.741 -0.801 -0.574
Br -6.915 -1.869 -2.778 0.620
C -4.862 0.980 -1.780 0.014
C -3.409 0.853 -1.987 0.062
C -0.136 0.348 0.211 0.059
C 1.295 0.108 -0.054 -0.013
H 1.066 -3.481 0.868 -0.129
H 1.646 -2.786 -1.652 0.072
H 3.009 -3.925 -1.397 0.064
H 4.490 -1.949 -0.587 0.112
H 4.250 -2.183 -2.354 0.091
H 3.754 0.215 -0.695 0.139
H 3.478 0.042 -2.533 0.144
H 1.300 -0.450 -3.412 0.162
H -1.176 -0.062 -3.178 0.121
H -2.618 0.109 1.426 0.115
H -5.230 0.367 1.575 0.143
H -7.168 1.536 0.449 0.147
H -7.354 1.325 -1.334 0.141
H -7.691 -0.785 0.908 0.123
H -8.522 -0.551 -0.687 0.121
H -7.147 -2.696 -0.401 0.079
H -5.620 -1.767 -0.515 0.058
H -5.472 1.236 -2.680 0.153
H -2.981 1.020 -3.007 0.126
H -0.461 0.582 1.251 0.116
H 1.982 0.166 0.827 0.116
C 6.747 -5.803 0.731 -0.103
C 5.469 -6.324 0.083 -0.262
C 5.576 -6.452 -1.439 -0.183
C 5.729 -5.153 -2.096 -0.215
N 5.855 -4.133 -2.613 0.156
H 6.977 -4.787 0.401 0.071
H 6.636 -5.782 1.816 0.076
H 7.598 -6.443 0.491 0.082
H 4.635 -5.668 0.349 0.091
H 5.244 -7.310 0.499 0.114
H 4.671 -6.934 -1.819 0.120
H 6.413 -7.101 -1.704 0.128
C 1.000 4.563 -1.351 -0.108
C 1.695 5.347 -0.243 -0.250
C 2.874 4.593 0.378 -0.169
C 2.448 3.389 1.091 -0.176
N 2.113 2.442 1.651 0.170
H 0.549 3.643 -0.967 0.052
H 0.204 5.163 -1.794 0.078
H 1.704 4.296 -2.143 0.078
H 0.965 5.606 0.529 0.110
H 2.064 6.286 -0.660 0.119
H 3.389 5.254 1.080 0.131
H 3.599 4.328 -0.396 0.127
C -0.363 2.676 3.954 -0.108
C -1.206 3.629 3.115 -0.269
C -2.614 3.809 3.674 -0.179
C -3.391 2.573 3.608 -0.207
N -3.997 1.598 3.578 0.158
H -0.780 1.665 3.954 0.070
H 0.646 2.617 3.555 0.030
H -0.297 3.020 4.989 0.087
H -1.249 3.266 2.082 0.093
H -0.713 4.604 3.087 0.112
H -3.134 4.583 3.102 0.124
H -2.563 4.162 4.706 0.133
```

- Total energy: -118029.0959 eV
- Total charge: +2

=====

Entry 9:
A molecular structure, C15H31ClHfP2, computed with wB97M-V/def2-TZVPD.

Structure (XYZ):
```
50
Properties=species:S:1:pos:R:3:lowdin_charge:R:1
P 3.550 0.175 -3.784 0.783
P 0.513 0.894 -5.458 0.687
C 3.265 0.645 -5.644 -0.419
C 2.127 1.651 -5.914 -0.378
H 3.187 -0.313 -6.210 0.071
H 4.248 1.050 -5.888 0.092
H 2.205 2.537 -5.258 0.086
H 2.100 1.992 -6.960 0.101
C 0.008 0.045 -7.031 -0.200
H 0.425 -0.954 -7.224 0.053
H 0.191 0.632 -7.952 0.078
H -1.072 -0.094 -6.952 0.062
C -0.547 2.247 -5.020 -0.211
H -0.913 2.871 -5.863 0.088
H -0.019 2.927 -4.329 0.060
H -1.433 1.881 -4.476 0.062
C 4.597 -1.330 -3.724 -0.274
H 5.069 -1.346 -2.733 0.070
H 5.409 -1.187 -4.464 0.075
H 4.116 -2.281 -3.913 -0.030
C 5.188 1.180 -3.586 -0.186
H 5.231 2.038 -4.278 0.062
H 6.041 0.526 -3.828 0.058
H 5.358 1.544 -2.578 -0.001
Hf 1.686 -1.017 -4.674 0.749
C 2.252 2.305 -0.969 -0.008
C 3.046 1.229 -0.761 -0.278
C 2.814 -0.137 -0.253 -0.093
C 4.096 0.029 0.615 -0.020
C 4.435 1.335 -0.250 -0.235
C 4.592 2.676 0.261 0.237
C 4.264 3.798 -0.628 -0.084
C 2.921 3.556 -1.453 -0.137
C -0.752 -0.891 -4.130 -0.289
H 1.169 2.179 -1.061 0.135
H 1.781 -0.433 -2.973 -0.098
H 2.990 -0.938 -0.942 0.093
H 1.826 -0.183 0.194 0.138
H 3.858 0.222 1.644 0.118
H 4.847 -0.775 0.580 0.129
H 5.271 1.072 -0.899 0.154
H 5.152 2.737 1.173 0.162
H 5.083 3.974 -1.376 0.178
H 4.129 4.752 -0.091 0.144
H 2.221 4.424 -1.408 0.136
H 3.229 3.524 -2.510 0.105
H -1.512 -0.279 -4.667 -0.027
H -0.966 -0.608 -3.058 0.015
H -1.142 -1.927 -4.242 0.007
Cl 2.216 -3.318 -5.248 -0.017
```

- Energy above the lowest of the compared OMol25 structures with the same formula, charge and spin: 2.977 eV
- Total charge: +2